1.
Below is C14H11ClN2O2S in the gas phase, with properties calculated with the ωB97M-V functional and the def2-TZVPD basis.

Last column: Mulliken charge in e.
Cartesian coordinates (Å):
C (4.11, -0.85, 0.60)  -1.34
C (2.96, -0.24, -0.22)  0.68
Cl (3.68, 0.82, -1.49)  -0.22
C (2.04, 0.63, 0.63)  -1.73
C (0.64, 0.85, 0.11)  0.39
C (-0.13, 1.81, 0.65)  0.73
N (0.29, 2.70, 1.65)  -0.60
C (-1.52, 2.03, 0.17)  -0.06
O (-2.04, 3.10, 0.17)  -0.54
C (-2.21, 0.79, -0.27)  0.73
C (-3.58, 0.63, -0.12)  -0.98
C (-4.16, -0.58, -0.50)  -0.44
C (-3.39, -1.61, -1.03)  -0.70
C (-2.02, -1.41, -1.20)  0.19
N (-1.21, -2.49, -1.76)  -0.50
C (-0.53, -3.06, -0.95)  0.51
S (0.36, -3.80, 0.10)  -0.40
C (-1.42, -0.21, -0.82)  0.56
C (0.05, 0.06, -0.98)  0.13
O (0.66, -0.33, -1.94)  -0.52
H (3.86, -0.92, 1.65)  0.34
H (4.28, -1.86, 0.25)  0.35
H (5.03, -0.31, 0.44)  0.36
H (2.43, -1.04, -0.71)  0.30
H (2.51, 1.59, 0.82)  0.43
H (1.96, 0.14, 1.60)  0.39
H (0.94, 2.26, 2.29)  0.26
H (-0.51, 3.00, 2.19)  0.28
H (-4.19, 1.42, 0.29)  0.51
H (-5.22, -0.75, -0.38)  0.40
H (-3.83, -2.55, -1.31)  0.48

Output
* HOMO: -9.1171 eV
* SMILES: C[C@H](Cl)CC1=C(N)C(=O)c2cccc(N=C=S)c2C1=O
* E: -1658.4504 a.u.
* Kohn-Sham gap: 8.25 eV

2.
Below is C14H11ClN2O3 in the gas phase, with properties calculated with the ωB97M-V functional and the def2-TZVPD basis.

Last column: Mulliken charge in e.
Cartesian coordinates (Å):
O (-2.31, -2.21, 1.05)  -0.63
C (-2.10, -1.11, 0.57)  0.35
N (-0.87, -0.57, 0.48)  -0.10
C (0.28, -1.24, 1.05)  -0.87
C (1.54, -0.48, 0.72)  0.36
C (1.68, 0.82, 1.18)  -0.47
C (2.81, 1.58, 0.90)  -0.96
C (3.79, 0.98, 0.14)  1.00
C (3.66, -0.33, -0.32)  0.81
C (2.54, -1.08, -0.05)  -1.16
O (4.77, -0.68, -1.04)  -0.49
C (5.61, 0.45, -1.01)  -0.23
O (4.99, 1.49, -0.28)  -0.48
C (-3.22, -0.31, -0.03)  0.37
C (-4.27, -1.03, -0.60)  -0.42
C (-5.36, -0.36, -1.15)  -0.52
C (-5.37, 1.02, -1.09)  -0.24
N (-4.40, 1.72, -0.53)  -0.54
C (-3.37, 1.08, -0.01)  0.44
Cl (-2.22, 2.13, 0.74)  -0.18
H (-0.74, 0.36, 0.14)  0.26
H (0.15, -1.31, 2.14)  0.32
H (0.32, -2.26, 0.66)  0.36
H (0.90, 1.26, 1.78)  0.48
H (2.92, 2.59, 1.25)  0.43
H (2.44, -2.09, -0.41)  0.39
H (5.80, 0.80, -2.04)  0.24
H (6.57, 0.19, -0.54)  0.24
H (-4.21, -2.10, -0.59)  0.45
H (-6.17, -0.91, -1.60)  0.39
H (-6.17, 1.61, -1.50)  0.40

Output
* HOMO: -8.3247 eV
* SMILES: O=C(NCc1ccc2c(c1)OCO2)c1cccnc1Cl
* E: -1335.5279 a.u.
* relative energy (zero: lowest compared OMol25 entry of this formula, charge and spin): 118.4 kJ/mol
* Kohn-Sham gap: 8.78 eV

3.
Below is C14H11Co2N2O6S as an isolated structure, with properties calculated with the ωB97M-V functional and the def2-TZVPD basis.

Last column: Mulliken charge in e.
Cartesian coordinates (Å):
C (-0.11, -1.13, 3.19)  -0.87
C (-0.16, -0.14, 4.34)  -0.51
N (-0.18, 1.11, 3.60)  0.16
C (-0.31, 2.46, 4.06)  -0.76
C (-0.34, 3.34, 2.80)  -0.47
S (-0.29, 2.29, 1.28)  -0.07
C (-0.14, 0.91, 2.28)  0.23
N (-0.02, -0.35, 1.94)  0.06
H (0.69, -1.84, 3.31)  0.39
H (-0.98, -1.75, 3.13)  0.39
H (-1.08, -0.26, 4.91)  0.28
H (0.74, -0.22, 4.94)  0.29
H (-1.23, 2.63, 4.62)  0.27
H (0.55, 2.68, 4.68)  0.30
H (-1.23, 3.99, 2.73)  0.38
H (0.56, 3.95, 2.73)  0.31
O (3.81, -2.63, -3.04)  -0.40
C (2.81, -2.13, -3.30)  0.29
Co (1.31, -1.30, -3.77)  -0.13
C (1.89, 0.35, -3.62)  0.08
O (2.28, 1.43, -3.60)  -0.37
C (1.45, -1.67, -5.51)  0.24
O (1.56, -1.87, -6.63)  -0.39
C (0.18, -1.93, -2.22)  -0.51
C (-0.16, -1.15, -1.08)  -0.11
C (-0.20, -1.22, 0.34)  -0.14
Co (-0.96, -0.61, -2.56)  0.22
C (-0.66, 1.05, -2.26)  -0.03
O (-0.40, 2.18, -2.14)  -0.41
C (-2.73, -0.65, -2.26)  -0.11
O (-3.87, -0.71, -2.07)  -0.39
C (-0.95, -0.38, -4.37)  0.66
O (-1.29, -0.16, -5.47)  -0.48
H (0.04, -3.01, -2.31)  0.46
H (-1.25, -1.45, 0.62)  0.15
H (0.68, -1.80, 0.73)  0.05

Output
* total charge: -1
* HOMO: -2.0752 eV
* E: -4264.5638 a.u.
* Kohn-Sham gap: 4.14 eV

4.
Below is C14H12Al2B2Br6O16 as an isolated structure, with properties calculated with the ωB97M-V functional and the def2-TZVPD basis.

Last column: Mulliken charge in e.
Cartesian coordinates (Å):
Al (13.23, 10.79, 7.37)  1.11
Al (14.26, 17.13, 15.46)  1.03
O (13.09, 17.26, 12.74)  -0.61
C (12.26, 16.44, 12.46)  0.67
O (11.91, 16.02, 11.27)  -0.41
B (11.00, 14.87, 11.45)  1.00
O (10.71, 14.80, 12.91)  -0.40
C (11.47, 15.66, 13.53)  0.58
O (11.66, 15.76, 14.71)  -0.60
O (11.70, 13.65, 10.93)  -0.41
C (11.07, 13.20, 9.87)  0.63
O (11.38, 12.32, 9.10)  -0.52
C (9.71, 13.98, 9.77)  0.54
O (9.76, 14.94, 10.68)  -0.44
O (8.86, 13.80, 8.96)  -0.33
O (10.84, 9.31, 12.30)  -0.52
C (11.80, 10.02, 12.46)  0.84
O (12.17, 10.61, 13.56)  -0.82
B (13.46, 11.30, 13.42)  1.43
O (13.87, 10.97, 12.05)  -0.56
C (12.89, 10.37, 11.37)  0.34
O (12.88, 10.10, 10.22)  -0.55
O (13.25, 12.72, 13.60)  -0.47
C (14.03, 13.25, 14.48)  0.94
O (13.94, 14.38, 14.90)  -0.48
C (14.88, 12.11, 15.05)  -0.10
O (14.52, 10.99, 14.48)  -0.30
O (15.80, 12.28, 15.86)  -0.42
Br (11.89, 7.00, 15.81)  -0.01
C (11.98, 8.90, 16.18)  -0.09
C (13.34, 9.27, 16.79)  -0.63
Br (13.45, 11.22, 17.14)  -0.08
H (11.20, 9.19, 16.89)  0.47
H (11.79, 9.42, 15.25)  -0.02
H (14.21, 9.05, 16.18)  0.40
H (13.47, 8.72, 17.72)  0.51
Br (16.85, 13.98, 18.09)  0.26
C (17.36, 12.21, 17.46)  -0.18
C (17.51, 11.25, 18.63)  -0.61
Br (17.58, 9.44, 17.84)  0.09
H (18.25, 12.19, 16.84)  0.48
H (16.43, 11.86, 16.81)  0.34
H (16.69, 11.32, 19.35)  0.42
H (18.43, 11.21, 19.23)  0.47
Br (7.61, 9.62, 12.67)  0.20
C (7.39, 7.96, 13.80)  -0.69
C (8.75, 7.25, 13.90)  -0.13
Br (8.43, 5.74, 15.11)  0.19
H (6.58, 7.41, 13.32)  0.48
H (6.93, 8.29, 14.74)  0.47
H (9.54, 7.85, 14.33)  0.00
H (9.05, 6.84, 12.94)  0.45

Output
* total charge: +4
* HOMO: -18.8033 eV
* E: -17721.6208 a.u.
* relative energy (zero: lowest compared OMol25 entry of this formula, charge and spin): 212.5 kJ/mol
* Kohn-Sham gap: 1.92 eV

5.
Below is C14H12AlF5IO as an isolated structure, with properties calculated with the ωB97M-V functional and the def2-TZVPD basis.

Last column: Mulliken charge in e.
Cartesian coordinates (Å):
Al (0.10, 0.76, 0.93)  0.12
I (-0.81, -1.76, 0.68)  0.11
C (-2.67, -0.94, 1.31)  0.25
C (-3.71, -1.80, 1.47)  -0.66
C (-4.96, -1.29, 1.88)  -0.61
C (-5.11, 0.04, 2.12)  -0.87
C (-4.03, 0.94, 1.95)  0.80
C (-4.19, 2.32, 2.19)  -0.75
C (-3.15, 3.19, 2.03)  -1.18
C (-1.89, 2.71, 1.63)  -0.42
C (-1.67, 1.37, 1.38)  0.88
C (-2.76, 0.46, 1.54)  0.25
H (-3.60, -2.86, 1.28)  0.40
H (-5.78, -1.98, 2.01)  0.41
H (-6.07, 0.43, 2.44)  0.41
H (-5.17, 2.68, 2.51)  0.41
H (-3.28, 4.25, 2.22)  0.41
H (-1.09, 3.43, 1.53)  0.45
F (2.60, -0.47, 1.72)  -0.29
C (1.78, 0.58, 1.97)  0.66
F (1.13, 0.35, 3.17)  -0.29
C (2.62, 1.84, 2.16)  0.72
F (3.37, 2.04, 1.07)  -0.26
F (3.39, 1.81, 3.23)  -0.23
F (1.77, 2.88, 2.26)  -0.25
C (-0.31, 0.88, -3.02)  -1.13
C (-0.41, 1.84, -1.87)  -0.10
O (0.51, 1.44, -0.78)  -0.30
H (-1.00, 1.19, -3.80)  0.38
H (-0.58, -0.13, -2.72)  0.27
H (0.69, 0.88, -3.45)  0.38
H (-1.39, 1.84, -1.39)  0.28
H (-0.14, 2.86, -2.14)  0.33
H (1.43, 1.46, -1.08)  0.41

Output
* total charge: +1
* HOMO: -11.8382 eV
* E: -1655.2225 a.u.
* relative energy (zero: lowest compared OMol25 entry of this formula, charge and spin): 0.0 kJ/mol
* Kohn-Sham gap: 8.61 eV

6.
Below is an isolated ion of composition C14H12BF13O2S and charge -2, with properties calculated with the ωB97M-V functional and the def2-TZVPD basis.

Last column: Mulliken charge in e.
Cartesian coordinates (Å):
O (-1.03, 1.02, -0.53)  -0.74
C (-1.01, -0.03, -1.26)  0.49
O (-0.82, 0.01, -2.51)  -0.81
B (-1.11, -1.50, -0.53)  0.42
C (0.38, -2.05, -0.08)  -0.84
C (1.25, -1.01, 0.64)  -0.18
C (2.74, -1.32, 0.63)  1.03
F (3.39, -0.95, 1.77)  -0.35
F (2.92, -2.68, 0.57)  -0.37
C (3.57, -0.80, -0.57)  0.48
F (4.73, -1.52, -0.59)  -0.38
F (2.93, -1.05, -1.70)  -0.26
C (4.15, 0.66, -0.59)  0.64
F (4.93, 0.68, -1.69)  -0.36
F (4.97, 0.81, 0.45)  -0.26
C (3.20, 1.91, -0.76)  0.44
F (3.83, 2.75, -1.60)  -0.32
F (2.07, 1.57, -1.28)  -0.14
S (2.92, 2.95, 0.83)  1.45
F (2.81, 4.30, -0.01)  -0.34
F (4.50, 3.18, 0.92)  -0.34
F (3.05, 1.66, 1.73)  -0.29
F (1.38, 2.80, 0.78)  -0.25
F (2.80, 3.82, 2.16)  -0.33
C (-2.19, -1.52, 0.76)  -1.33
C (-3.48, -0.87, 0.39)  0.81
C (-4.29, -1.39, -0.63)  -0.26
C (-5.49, -0.78, -0.99)  -0.56
C (-5.91, 0.39, -0.34)  -0.36
C (-5.12, 0.92, 0.68)  -0.54
C (-3.92, 0.30, 1.04)  -0.37
H (-1.55, -2.31, -1.36)  -0.34
H (0.87, -2.42, -0.98)  0.36
H (0.26, -2.91, 0.59)  0.15
H (0.99, -1.04, 1.70)  0.33
H (1.02, 0.00, 0.30)  -0.23
H (-1.77, -1.01, 1.63)  0.28
H (-2.39, -2.57, 1.01)  0.18
H (-3.96, -2.27, -1.16)  0.28
H (-6.09, -1.17, -1.80)  0.33
H (-6.82, 0.89, -0.62)  0.33
H (-5.41, 1.83, 1.18)  0.31
H (-3.29, 0.72, 1.81)  0.23

Output
* total charge: -2
* HOMO: 0.3292 eV
* E: -2412.4039 a.u.
* Kohn-Sham gap: 3.97 eV

7.
Below is C14H12Br2N4O3W as an isolated structure, with properties calculated with the ωB97M-V functional and the def2-TZVPD basis.

Last column: Mulliken charge in e.
Cartesian coordinates (Å):
W (0.06, 0.92, 0.27)  1.61
N (0.24, 0.39, 2.41)  -0.77
C (-1.15, 0.06, 2.93)  -0.63
C (-2.07, 1.09, 2.36)  0.59
O (-3.05, 1.56, 2.87)  -0.42
N (-1.60, 1.64, 1.10)  -0.02
C (-2.35, 2.83, 0.69)  -0.24
C (-3.08, 3.53, 1.79)  0.22
O (-3.69, 4.24, 2.38)  0.09
O (0.73, 2.33, -0.29)  -0.49
H (0.85, -0.41, 2.59)  0.40
H (0.62, 1.16, 2.98)  0.33
H (-1.18, 0.09, 4.02)  0.50
H (-1.43, -0.95, 2.61)  0.37
H (-3.16, 2.59, -0.02)  0.38
H (-1.70, 3.58, 0.22)  0.50
Br (5.38, -2.93, -0.91)  0.14
C (3.93, -1.90, -0.51)  -0.15
C (3.98, -0.97, 0.54)  -0.68
C (2.87, -0.22, 0.82)  -0.06
N (1.70, -0.35, 0.12)  0.25
C (1.66, -1.24, -0.93)  1.15
C (2.74, -2.01, -1.25)  -0.63
C (0.39, -1.22, -1.70)  0.64
C (0.11, -2.02, -2.76)  -0.55
C (-1.11, -1.87, -3.47)  -0.08
Br (-1.49, -2.93, -4.89)  0.16
C (-2.01, -0.86, -3.05)  -0.63
C (-1.69, -0.09, -1.98)  -0.05
N (-0.51, -0.25, -1.27)  -0.81
H (4.88, -0.82, 1.12)  0.49
H (2.91, 0.53, 1.60)  0.53
H (2.70, -2.70, -2.09)  0.49
H (0.80, -2.78, -3.08)  0.52
H (-2.94, -0.70, -3.57)  0.49
H (-2.36, 0.69, -1.64)  0.33

Output
* total charge: +4
* HOMO: -21.5435 eV
* E: -6198.9176 a.u.
* relative energy (zero: lowest compared OMol25 entry of this formula, charge and spin): 3.2 kJ/mol
* Kohn-Sham gap: 4.65 eV

8.
Below is C14H12Br2N4O3W as an isolated structure, with properties calculated with the ωB97M-V functional and the def2-TZVPD basis.

Last column: Mulliken charge in e.
Cartesian coordinates (Å):
W (0.74, 0.56, 0.24)  1.59
N (0.78, -0.28, 2.30)  -0.76
C (-0.30, 0.40, 3.10)  -0.64
C (-0.27, 1.86, 2.74)  0.56
O (-0.54, 2.79, 3.44)  -0.41
N (0.26, 2.10, 1.42)  0.04
C (0.63, 3.51, 1.23)  -0.24
C (0.36, 4.36, 2.43)  0.28
O (0.39, 5.27, 3.07)  0.05
O (2.13, 1.16, -0.43)  -0.49
H (0.64, -1.29, 2.33)  0.40
H (1.68, -0.12, 2.77)  0.34
H (-0.15, 0.27, 4.18)  0.52
H (-1.28, -0.03, 2.85)  0.36
H (0.04, 3.99, 0.43)  0.40
H (1.69, 3.63, 1.00)  0.45
Br (1.37, -5.71, -1.96)  0.14
C (1.21, -4.02, -1.29)  -0.14
C (2.08, -3.55, -0.29)  -0.68
C (1.91, -2.28, 0.19)  -0.06
N (0.92, -1.45, -0.25)  0.23
C (0.09, -1.89, -1.25)  1.12
C (0.21, -3.15, -1.77)  -0.63
C (-0.85, -0.87, -1.75)  0.67
C (-1.78, -1.07, -2.73)  -0.55
C (-2.57, 0.01, -3.20)  -0.08
Br (-3.80, -0.25, -4.51)  0.16
C (-2.37, 1.28, -2.63)  -0.63
C (-1.45, 1.44, -1.64)  -0.07
N (-0.69, 0.38, -1.17)  -0.79
H (2.89, -4.17, 0.09)  0.49
H (2.60, -1.90, 0.94)  0.52
H (-0.44, -3.49, -2.57)  0.50
H (-1.91, -2.05, -3.18)  0.53
H (-2.95, 2.14, -2.96)  0.49
H (-1.29, 2.40, -1.19)  0.34

Output
* total charge: +4
* HOMO: -21.5843 eV
* E: -6198.9188 a.u.
* relative energy (zero: lowest compared OMol25 entry of this formula, charge and spin): 0.0 kJ/mol
* Kohn-Sham gap: 4.62 eV